Density functional theory data (wB97M-V/def2-TZVPD) for C30H57As3BrCuN6O2SSb as an isolated structure.

```
102
Properties=species:S:1:pos:R:3:lowdin_spin:R:1
Cu 0.574 0.973 1.097 0.62
C -3.822 -0.084 -2.876 0.00
As -2.023 -0.731 -2.301 0.00
C -2.676 -2.347 -1.272 0.00
C -1.523 -1.693 -3.993 0.00
C -0.501 -1.093 -4.970 0.00
C -1.032 0.260 -5.502 0.00
C 0.908 -0.932 -4.392 0.00
As 1.361 0.527 -3.106 0.00
C 3.094 -0.348 -2.522 0.00
C 2.167 1.858 -4.364 0.00
C -0.449 -2.021 -6.241 0.00
As 0.383 -3.858 -6.375 0.00
C 0.200 -4.680 -4.550 0.00
C 2.315 -3.353 -6.300 0.00
H -4.504 -0.936 -2.895 0.00
H -3.646 0.388 -3.844 0.00
H -4.172 0.679 -2.175 0.00
H -3.217 -2.956 -2.018 0.00
H -3.341 -2.042 -0.469 0.00
H -1.750 -2.830 -0.945 0.00
H -2.464 -1.806 -4.581 0.00
H -1.226 -2.700 -3.641 0.00
H -1.177 0.971 -4.662 0.00
H -2.003 0.133 -6.007 0.00
H -0.341 0.727 -6.222 0.00
H 1.604 -0.809 -5.252 0.00
H 1.134 -1.848 -3.842 0.00
H 3.805 -0.173 -3.337 0.00
H 2.925 -1.423 -2.309 0.00
H 3.453 0.132 -1.596 0.00
H 2.941 1.379 -4.985 0.00
H 2.609 2.682 -3.790 0.00
H 1.351 2.229 -5.016 0.00
H 0.057 -1.458 -7.071 0.00
H -1.492 -2.225 -6.580 0.00
H -0.887 -4.786 -4.367 0.00
H 0.735 -4.081 -3.790 0.00
H 0.634 -5.678 -4.616 0.00
H 2.439 -2.451 -6.923 0.00
H 2.866 -4.190 -6.747 0.00
H 2.647 -3.168 -5.267 0.00
Br 1.117 4.695 7.121 0.00
C 0.743 2.898 6.830 0.00
C 0.735 1.960 7.873 0.00
N 0.637 0.653 7.627 0.00
C 0.511 0.220 6.374 0.00
C 0.404 1.094 5.256 0.00
C 0.478 2.486 5.532 0.00
C 0.158 0.596 3.854 0.00
O -0.080 -0.655 3.664 0.01
O 0.132 1.525 2.956 0.05
H 0.906 2.260 8.902 0.00
H 0.421 -0.874 6.218 0.00
H 0.326 3.237 4.744 0.00
C -4.682 0.381 4.465 0.00
C -3.231 0.557 4.080 0.01
Sb -2.583 -0.367 2.170 0.11
C -2.460 -2.514 2.594 0.02
C -3.093 -2.959 3.919 0.00
C -4.583 -0.145 1.250 0.03
C -5.556 -1.270 1.481 0.01
H -4.877 0.761 5.459 0.00
H -4.957 -0.667 4.469 0.00
H -5.324 0.928 3.781 0.00
H -2.564 0.044 4.795 0.00
H -2.936 1.613 3.979 0.00
H -1.390 -2.727 2.547 0.00
H -2.914 -3.020 1.731 0.00
H -2.551 -2.567 4.781 0.00
H -3.131 -4.052 3.993 0.00
H -4.131 -2.604 4.012 0.00
H -4.350 0.024 0.182 0.00
H -4.959 0.791 1.668 0.00
H -5.120 -2.205 1.113 0.00
H -6.538 -1.108 1.026 0.00
H -5.717 -1.382 2.559 0.00
C 3.339 1.216 1.823 0.00
N 2.301 2.113 1.239 0.07
C 2.237 3.368 2.057 0.00
N 3.534 4.035 2.141 0.01
C 4.543 3.094 2.727 0.00
N 4.656 1.871 1.905 0.00
C 5.056 2.261 0.538 0.00
N 4.088 3.177 -0.113 0.00
C 2.777 2.517 -0.118 0.00
C 3.975 4.372 0.762 0.00
H 3.416 0.322 1.209 0.00
H 3.049 0.936 2.850 0.00
H 1.892 3.150 3.092 0.00
H 1.542 4.053 1.547 0.00
H 4.214 2.828 3.739 0.00
H 5.521 3.574 2.744 0.00
H 5.128 1.346 -0.078 0.00
H 6.040 2.737 0.581 0.00
H 2.811 1.616 -0.739 0.00
H 2.031 3.199 -0.569 0.00
H 3.229 5.041 0.308 0.00
H 4.966 4.849 0.806 0.00
S 1.101 -3.215 -0.834 0.01
C 0.926 -1.715 -0.185 0.00
N 0.828 -0.593 0.176 0.02
```

As for the charge: 0. The spin multiplicity is 2. The HOMO energy (spin up / spin down) comes out at -7.7825 / -7.6813 eV. As for the energy relative to the best compared isomer or geometry (same formula, charge and spin): 0.0 kcal/mol. The frontier orbital gap (spin up / spin down) comes out at 7.76 / 4.98 eV. Its max |F| is 3.64 eV Å⁻¹. As for the total energy: -13216.463921 Eh. Its LUMO energy (spin up / spin down) is -0.019 / -2.705 eV.

Density functional theory data (wB97M-V/def2-TZVPD) for one molecule with the formula C3H6N2O2.

```
13
Properties=species:S:1:pos:R:3:lowdin_charge:R:1
C -1.817 0.065 -1.239 -0.07
O -1.202 -0.053 0.033 -0.05
C 0.150 -0.084 0.024 -0.51
N 0.951 -0.056 -0.958 0.16
N 0.611 -0.147 1.332 0.12
C 1.942 0.014 1.666 -0.31
O 2.337 0.048 2.808 0.04
H -2.891 0.069 -1.060 0.10
H -1.554 -0.781 -1.882 0.10
H -1.521 1.000 -1.727 0.10
H 0.482 0.019 -1.853 0.04
H -0.065 -0.202 2.082 0.16
H 2.578 0.108 0.773 0.13
```

As for the SMILES: [H]/N=C(/NC=O)OC. As for the charge: 0. The HOMO energy comes out at -10.0452 eV. As for the energy relative to the best compared isomer or geometry (same formula, charge and spin): 31.3 kcal/mol. The frontier orbital gap comes out at 10.69 eV. Its max |F| is 0.45 eV Å⁻¹. As for the total energy: -377.909405 Eh. Its LUMO energy is 0.645 eV.

Density functional theory data (wB97M-V/def2-TZVPD) for N2O8Tl2V as an isolated structure.

```
13
Properties=species:S:1:pos:R:3:lowdin_charge:R:1
Tl 3.559 1.941 -0.010 1.44
Tl -0.482 -0.626 -3.974 1.43
O -0.954 -1.667 3.282 0.12
V -1.259 -0.414 2.298 1.35
O -2.887 -0.576 1.929 0.13
N -0.550 1.538 -0.583 -0.49
O -1.114 1.227 0.473 0.21
O -1.103 1.302 -1.590 0.32
O 0.504 2.206 -0.615 0.27
N 1.087 -1.303 -0.315 -0.46
O 0.310 -1.366 0.644 0.22
O 0.763 -1.590 -1.435 0.23
O 2.124 -0.672 -0.106 0.22
```

As for the charge: +5. The HOMO energy comes out at -30.2993 eV. The frontier orbital gap comes out at 3.23 eV. Its max |F| is 5.64 eV Å⁻¹. As for the total energy: -1996.907846 Eh. Its LUMO energy is -27.066 eV.